No. 1
A molecular structure, C18H18MoN2O4. Source: OMol25; level of theory: the ωB97M-V functional and the def2-TZVPD basis.

Summary:
Kohn-Sham gap: 0.2165 Eh
energy above the lowest of the compared OMol25 structures with the same formula, charge and spin: 0.00 kJ/mol

The geometry in ORCA input format:
```
! RIJCOSX wB97M-V def2-TZVPD def2/J DEFGRID3
* xyz 2 1
Mo 0.42 0.92 0.18
C -2.36 4.18 0.33
O -3.54 3.38 0.19
C -3.52 2.23 -0.49
C -4.75 1.84 -1.05
C -4.90 0.69 -1.79
C -3.80 -0.14 -2.00
C -2.58 0.19 -1.43
C -1.47 -0.70 -1.64
N -0.31 -0.61 -1.07
N 0.62 -1.57 -1.49
C 1.78 -1.31 -1.03
O 1.84 -0.16 -0.22
C 3.00 -2.05 -1.23
C 2.95 -3.25 -1.96
C 4.12 -3.96 -2.16
C 5.32 -3.50 -1.63
C 5.36 -2.32 -0.90
C 4.20 -1.59 -0.70
C -2.45 1.37 -0.68
O -1.22 1.62 -0.11
H -2.71 5.17 0.61
H -1.72 3.80 1.12
H -1.82 4.24 -0.61
H -5.59 2.51 -0.90
H -5.86 0.44 -2.21
H -3.89 -1.05 -2.59
H -1.59 -1.52 -2.34
H 2.02 -3.60 -2.37
H 4.09 -4.88 -2.72
H 6.22 -4.07 -1.78
H 6.30 -1.96 -0.50
H 4.24 -0.66 -0.14
C -0.35 1.85 4.21
O -0.13 1.65 2.75
C 0.27 0.56 2.23
C 0.66 -0.63 3.02
H 0.59 1.67 4.73
H -1.14 1.18 4.53
H -0.65 2.89 4.28
H 0.42 -0.56 4.08
H 1.74 -0.77 2.90
H 0.19 -1.51 2.57
*
```



No. 2
C18H18N2O in the gas phase in a non-equilibrium geometry. Source: OMol25; level of theory: the ωB97M-V functional and the def2-TZVPD basis.

Summary:
Kohn-Sham gap: 0.3522 Eh
energy above the lowest of the compared OMol25 structures with the same formula, charge and spin: 124.27 kJ/mol

The geometry in ORCA input format:
```
! RIJCOSX wB97M-V def2-TZVPD def2/J DEFGRID3
* xyz 0 1
C -6.42 -2.10 0.01
C -5.20 -1.23 -0.05
C -4.23 -1.29 0.94
C -3.12 -0.47 0.90
C -2.97 0.44 -0.15
C -3.94 0.51 -1.14
C -5.04 -0.31 -1.09
H -5.79 -0.26 -1.86
H -3.81 1.22 -1.95
C -1.81 1.30 -0.19
N -1.58 2.20 -1.12
O -0.40 2.78 -0.77
C 0.00 2.20 0.36
N -0.82 1.28 0.76
C 1.28 2.61 0.99
H 1.67 3.47 0.45
H 1.07 2.91 2.03
C 2.29 1.46 0.99
H 1.86 0.61 1.51
H 3.18 1.78 1.53
C 2.68 1.05 -0.43
C 3.71 -0.04 -0.39
C 3.33 -1.37 -0.31
C 4.28 -2.37 -0.23
C 5.63 -2.06 -0.23
C 6.02 -0.73 -0.31
C 5.07 0.27 -0.39
H 5.38 1.30 -0.45
H 7.07 -0.48 -0.32
H 6.37 -2.84 -0.18
H 3.97 -3.41 -0.17
H 2.28 -1.62 -0.31
H 3.07 1.92 -0.97
H 1.79 0.70 -0.96
H -2.36 -0.52 1.66
H -4.34 -1.99 1.75
H -6.69 -2.45 -0.99
H -6.25 -2.96 0.66
H -7.26 -1.53 0.40
*
```